(1)
{
  "formula": "C23H15ClF6N",
  "method": "ωB97M-V/def2-TZVPD",
  "total_energy_ev": -54405.0298,
  "homo_lumo_gap_ev": 7.4,
  "homo_energy_ev": -12.60,
  "largest_force_ev_per_a": 5.23,
  "charge": 1,
  "lumo_ev": -5.2,
  "species": ["C", "F", "H", "C", "C", "C", "C", "H", "H", "C", "H", "H", "H", "F", "F", "C", "C", "C", "H", "C", "H", "C", "C", "C", "C", "H", "C", "C", "H", "H", "C", "Cl", "C", "H", "F", "N", "F", "C", "C", "H", "C", "C", "H", "H", "C", "F"],
  "coordinates": [[-1.577, -0.959, 1.819], [5.753, 0.890, -0.984], [-1.022, 2.071, -2.031], [2.073, -0.944, 2.035], [-2.756, -0.672, -1.031], [-4.030, -0.159, -1.196], [-1.616, 0.160, -1.039], [-0.379, -1.453, -0.488], [-2.620, -1.739, -0.891], [-0.382, -0.370, -0.465], [-1.932, -2.615, 3.099], [-2.594, -0.663, 1.611], [0.355, -3.798, 4.108], [4.982, 2.963, -0.896], [5.274, 2.000, -2.820], [-4.184, 1.185, -1.481], [0.705, -1.167, 1.970], [3.250, -0.132, -1.550], [1.790, -1.677, -1.556], [3.432, 1.245, -1.435], [4.092, -0.792, -1.810], [-0.387, -0.409, 1.226], [0.115, -2.173, 2.670], [-1.809, 1.448, -1.618], [4.846, 1.764, -1.553], [0.347, 2.354, -0.830], [1.956, -0.623, -1.391], [0.881, 0.200, -0.989], [2.600, 3.191, -1.126], [-4.899, -0.833, -1.162], [-3.085, 2.024, -1.742], [4.581, -1.802, 2.703], [1.116, 1.593, -0.996], [-3.313, 3.051, -2.096], [-5.579, 2.966, -0.844], [-1.300, -2.033, 2.624], [-6.088, 2.049, -2.748], [2.389, 2.114, -1.160], [2.225, -2.937, 3.486], [2.900, -3.625, 4.086], [0.853, -3.082, 3.479], [2.839, -1.887, 2.759], [2.583, -0.171, 1.489], [-0.305, 0.688, 1.165], [-5.577, 1.778, -1.525], [-6.500, 0.978, -0.874]],
  "mulliken_charge": [-0.747, -0.251, 0.826, -0.660, -0.812, -0.421, -0.344, 0.786, 0.505, 0.195, 0.202, 0.576, 0.438, -0.273, -0.250, 0.443, 0.699, -0.923, 0.441, 0.454, 0.436, 0.289, -0.481, -0.104, 0.727, 0.606, -0.343, 0.201, 0.443, 0.434, -1.327, -0.177, -0.191, 0.392, -0.254, 0.120, -0.229, -1.383, -0.586, 0.353, -0.720, 0.235, 0.656, 0.579, 0.714, -0.276]
}

(2)
{
  "formula": "C23H16AsI2N2O6S2W",
  "method": "ωB97M-V/def2-TZVPD",
  "total_energy_ev": -139881.2252,
  "homo_lumo_gap_ev": [5.5, 5.4],
  "homo_energy_ev": [-17.28, -17.27],
  "largest_force_ev_per_a": 1.00,
  "charge": 3,
  "lumo_ev": [-11.8, -11.8],
  "species": ["C", "H", "C", "C", "C", "S", "H", "C", "C", "C", "O", "C", "H", "H", "W", "O", "C", "C", "H", "H", "C", "H", "N", "H", "H", "C", "C", "C", "C", "H", "As", "H", "H", "C", "C", "O", "H", "O", "C", "H", "H", "C", "C", "I", "S", "N", "C", "O", "H", "O", "C", "C", "I"],
  "coordinates": [[5.734, 3.223, 3.852], [5.822, -0.219, 2.025], [3.497, 1.050, 1.943], [4.536, 0.780, -2.957], [-0.863, -5.460, 1.119], [0.332, -2.903, 3.997], [5.256, -0.026, -2.964], [-0.128, -3.706, 2.534], [4.624, 1.510, 2.566], [2.333, 1.648, -2.532], [4.356, -1.861, -1.610], [-0.580, -5.017, 2.393], [1.989, 3.690, -3.063], [1.056, -0.631, 3.630], [1.010, -0.112, 0.393], [1.984, -1.340, -0.348], [-2.354, 0.712, 2.064], [-0.248, -3.318, 0.153], [4.492, -2.811, -1.773], [-1.212, -6.473, 0.970], [4.004, 3.067, -3.506], [7.860, 0.629, 3.152], [9.034, 3.324, 4.963], [5.742, 4.174, 4.365], [-2.561, -0.072, 2.785], [0.035, -2.857, 1.438], [4.913, 2.030, -3.452], [4.599, 2.764, 3.238], [2.457, 0.628, 1.383], [-0.114, -2.711, -0.735], [2.858, -1.286, -2.209], [3.690, 3.349, 3.253], [-0.914, -4.994, -0.977], [3.241, 0.574, -2.494], [8.083, 2.930, 4.452], [1.940, -2.252, -3.076], [4.287, 4.026, -3.917], [0.514, 0.042, -1.711], [-0.695, -4.617, 0.012], [5.922, 2.166, -3.818], [-0.692, -5.666, 3.251], [0.685, -1.517, 3.140], [5.815, 0.734, 2.537], [-0.603, 1.762, 2.599], [0.714, 1.537, -1.866], [0.493, -1.573, 1.827], [2.707, 2.880, -3.032], [0.796, 1.858, -0.363], [-3.194, 1.396, 1.996], [-0.221, 2.291, -2.592], [6.942, 1.201, 3.158], [6.901, 2.443, 3.811], [-2.039, -0.149, 0.153]],
  "mulliken_charge": [-0.721, 0.517, 0.527, -0.455, -0.662, -0.096, 0.573, 0.568, 0.351, 0.525, -0.537, -0.522, 0.511, 0.400, 0.237, -0.597, -0.760, -0.541, 0.371, 0.449, -0.728, 0.506, -0.268, 0.511, 0.417, 0.560, -0.742, -0.572, 0.276, 0.267, 1.289, 0.482, 0.472, 0.297, -0.324, -0.584, 0.467, -0.565, -0.869, 0.459, 0.461, -0.101, -0.474, 0.399, 1.318, 0.643, -0.812, -0.355, 0.481, -0.526, -0.730, 0.784, 0.424]
}

> Which of these has the lowest charge?

C23H15ClF6N

> Look up the charge of the second one.

+3

> The lowest charge belongs to which entry?

C23H15ClF6N